Here is an isolated molecule of C4H6N2O from the OMol25 dataset. Energies are from ωB97M-V/def2-TZVPD.

Geometry as ORCA input:
```
! wB97M-V def2-TZVPD RIJCOSX def2/J DEFGRID3
* xyz 0 1
O 2.872 -0.127 -1.038
N 0.279 -0.028 1.158
N 1.599 0.305 0.791
C -1.942 -0.057 -0.027
C -0.443 -0.051 -0.036
C 1.757 0.039 -0.574
C 0.398 -0.051 -1.097
H 0.134 -0.183 -2.135
H -0.100 0.553 1.902
H -2.351 0.944 0.164
H 2.383 -0.154 1.243
H -2.342 -0.735 0.733
H -2.322 -0.379 -1.001
*
```

Results
HOMO: -8.793 eV
HOMO-LUMO gap: 9.55 eV
SMILES: Cc1cc(=O)[nH][nH]1

Mulliken atomic charge list, values in e, 4 entries: atom 1 (O): -0.648, atom 2 (N): -0.229, atom 3 (N): -0.260, atom 4 (C): -1.162

=====

Here is a cluster of 5 separate species, C16H41ClN4O4P in total from the OMol25 dataset. Energies are from ωB97M-V/def2-TZVPD.

Geometry as ORCA input:
```
! wB97M-V def2-TZVPD RIJCOSX def2/J DEFGRID3
* xyz -1 1
Cl -2.303 -2.246 -0.537
P 1.257 -4.043 -1.326
O 1.522 5.920 -0.502
O -7.494 -2.537 1.680
O -2.714 2.609 -1.403
O 4.256 -0.477 -0.506
N 1.134 7.196 1.301
N 5.041 -2.413 0.273
N -1.175 1.334 -0.372
N -8.080 -1.564 -0.253
C -5.708 -1.635 0.353
C 5.945 -3.291 0.973
C 1.853 6.862 0.192
C -2.240 -3.993 -0.998
C 6.298 -0.348 0.748
C -0.056 -5.328 -0.704
C -7.861 -0.870 -1.504
C -1.352 -4.824 -0.069
C -7.148 -1.956 0.665
C 1.376 8.271 2.237
C -0.718 3.717 -0.686
C 3.066 7.708 -0.131
C 1.689 -3.565 0.499
C -1.621 2.515 -0.858
C 5.119 -1.064 0.118
C 0.080 1.047 0.297
H -1.161 -4.271 0.852
H 2.293 -3.117 -1.824
H -1.859 -4.008 -2.016
H -8.383 0.090 -1.518
H 0.272 -2.946 -1.353
H 0.927 -4.376 -2.741
H -3.281 -4.307 -0.953
H 7.243 -0.711 0.341
H 6.360 -4.045 0.300
H 2.244 -4.370 0.999
H -1.216 4.579 -1.118
H 3.515 7.307 -1.034
H -6.802 -0.679 -1.644
H 6.312 -0.490 1.830
H 5.434 -3.811 1.786
H 0.675 1.951 0.379
H -9.024 -1.804 0.003
H 0.241 3.581 -1.184
H -0.100 0.655 1.299
H -0.521 3.909 0.370
H -1.956 -5.692 0.231
H 1.538 7.886 3.245
H 0.339 6.596 1.459
H 4.221 -2.816 -0.167
H 3.797 7.673 0.678
H 6.769 -2.723 1.397
H 2.273 -5.149 -1.309
H 0.809 -3.301 1.095
H -1.809 0.562 -0.513
H -5.561 -0.558 0.257
H 0.531 8.962 2.269
H -5.383 -2.107 -0.574
H -5.084 -2.002 1.161
H -8.214 -1.463 -2.350
H 2.788 8.749 -0.301
H -0.292 -5.986 -1.550
H 6.196 0.710 0.527
H 2.259 8.829 1.942
H 2.333 -2.680 0.460
H 0.457 -5.952 0.038
H 0.654 0.303 -0.255
*
```

Results
HOMO: -3.389 eV
HOMO-LUMO gap: 5.39 eV

Mulliken atomic charge list, values in e, 4 entries: atom 1 (Cl): -0.241, atom 2 (P): 0.117, atom 3 (O): -0.567, atom 4 (O): -0.659

=====

Here is a cluster of 2 separate species, C11H15NO in total at a distorted geometry from the OMol25 dataset. Energies are from ωB97M-V/def2-TZVPD.

Geometry as ORCA input:
```
! wB97M-V def2-TZVPD RIJCOSX def2/J DEFGRID3
* xyz 0 1
O -1.120 4.284 -1.753
N 1.893 -0.767 2.417
C 1.464 -0.458 1.147
C 1.582 0.705 0.336
C -2.612 2.314 -1.951
C 0.317 -1.588 -0.793
C 1.488 -2.130 2.763
C 1.153 0.706 -1.008
C -1.743 3.181 -1.095
C 0.857 -2.652 1.630
C 0.531 -4.115 1.431
C 0.827 -1.668 0.589
C 0.465 -0.433 -1.480
H 0.042 -0.279 -2.425
H 0.514 -4.699 2.382
H -1.462 5.090 -1.327
H -2.079 1.910 -2.786
H -3.145 1.598 -1.330
H 1.934 1.661 0.722
H -3.404 3.038 -2.240
H -0.771 2.648 -0.664
H 2.142 0.027 3.072
H -2.324 3.592 -0.309
H 1.306 1.615 -1.556
H -0.106 -2.475 -1.229
H 1.151 -4.511 0.684
H -0.529 -4.132 1.104
H 1.630 -2.462 3.669
*
```

Results
HOMO: -7.861 eV
HOMO-LUMO gap: 8.78 eV
SMILES: Cc1c[nH]c2ccccc12.CCO

Mulliken atomic charge list, values in e, 4 entries: atom 1 (O): -0.547, atom 2 (N): -0.119, atom 3 (C): -0.347, atom 4 (C): -0.538

=====

Here is a structure of composition C2H4OS2 at a distorted geometry from the OMol25 dataset. Energies are from ωB97M-V/def2-TZVPD.

Geometry as ORCA input:
```
! wB97M-V def2-TZVPD RIJCOSX def2/J DEFGRID3
* xyz 0 1
S 1.101 -0.070 0.657
S 0.394 2.716 -1.744
O -1.009 3.070 -1.776
C 0.165 -1.633 0.963
C 0.211 0.748 -0.468
H -0.902 -1.228 1.284
H 0.006 -2.230 0.170
H -0.727 0.667 -0.779
H 0.761 -2.040 1.692
*
```

Results
HOMO (spin up / spin down): -7.074 / -7.080 eV
HOMO-LUMO gap (spin up / spin down): 5.94 / 5.95 eV

Mulliken atomic charge list, values in e, 4 entries: atom 1 (S): 0.138, atom 2 (S): 0.236, atom 3 (O): -0.441, atom 4 (C): -0.858

=====

Here is an isolated molecule of CH3NOS2 at a distorted geometry from the OMol25 dataset. Energies are from ωB97M-V/def2-TZVPD.

Geometry as ORCA input:
```
! wB97M-V def2-TZVPD RIJCOSX def2/J DEFGRID3
* xyz 0 1
S 1.354 0.437 -0.471
S 0.669 -1.587 0.006
O 2.452 0.840 0.361
N -0.070 0.996 0.298
C -0.911 -0.791 0.029
H -1.502 -0.937 0.917
H -1.439 -0.660 -0.903
H -0.552 1.702 -0.237
*
```

Results
HOMO: -9.282 eV
HOMO-LUMO gap: 8.47 eV

Mulliken atomic charge list, values in e, 4 entries: atom 1 (S): 0.496, atom 2 (S): -0.160, atom 3 (O): -0.458, atom 4 (N): -0.496

=====

Here is an isolated molecule of C5H8 from the OMol25 dataset. Energies are from ωB97M-V/def2-TZVPD.

Geometry as ORCA input:
```
! wB97M-V def2-TZVPD RIJCOSX def2/J DEFGRID3
* xyz 0 1
C -0.255 -0.290 1.217
C -0.180 0.547 0.352
C 0.001 1.331 -0.878
C 0.482 0.351 -1.959
C -0.382 -1.325 2.246
H 0.177 -2.228 1.972
H -0.282 -0.414 -2.124
H 0.721 0.839 -2.910
H -0.939 1.819 -1.169
H -1.431 -1.609 2.367
H -0.004 -0.979 3.213
H 0.725 2.143 -0.727
H 1.367 -0.183 -1.600
*
```

Results
HOMO: -9.379 eV
HOMO-LUMO gap: 10.46 eV
SMILES: CC#CCC

Mulliken atomic charge list, values in e, 4 entries: atom 1 (C): 0.643, atom 2 (C): -0.202, atom 3 (C): -0.441, atom 4 (C): -1.144

=====

Here is a cluster of 2 separate species, C6H16N2 in total at a distorted geometry from the OMol25 dataset. Energies are from ωB97M-V/def2-TZVPD.

Geometry as ORCA input:
```
! wB97M-V def2-TZVPD RIJCOSX def2/J DEFGRID3
* xyz 0 1
N -1.851 0.600 2.086
N 1.019 0.046 -2.498
C -0.348 -0.564 3.610
C 1.184 -0.032 -1.070
C -0.352 0.332 -2.908
C -0.592 0.127 2.500
C -2.134 0.317 0.675
C 2.667 -0.253 -0.720
H -3.172 0.549 0.442
H 3.196 0.663 -0.964
H 0.569 -0.792 -0.567
H -1.083 -0.397 -2.553
H -0.607 1.313 -2.494
H 0.906 0.936 -0.639
H 3.037 -1.069 -1.344
H -1.083 -0.872 4.338
H 0.230 0.409 1.856
H 2.807 -0.533 0.322
H 1.347 -0.788 -2.963
H -1.521 0.933 0.018
H -0.382 0.502 -3.981
H 0.687 -0.814 3.799
H -2.556 0.121 2.629
H -1.966 -0.737 0.427
*
```

Results
HOMO: -8.449 eV
HOMO-LUMO gap: 9.45 eV
SMILES: C=CNC.CCNC

Mulliken atomic charge list, values in e, 4 entries: atom 1 (N): -0.371, atom 2 (N): -0.424, atom 3 (C): -0.972, atom 4 (C): -0.083

=====

Here is a structure of composition C22H35NO4P2Pt at a distorted geometry from the OMol25 dataset. Energies are from ωB97M-V/def2-TZVPD.

Geometry as ORCA input:
```
! wB97M-V def2-TZVPD RIJCOSX def2/J DEFGRID3
* xyz 2 5
Pt -0.326 1.635 -1.999
P -0.149 -0.922 -2.620
P -3.049 -1.100 -0.862
O 5.332 4.093 5.533
O 3.916 5.760 5.383
O 2.516 1.003 0.031
O 0.721 2.357 -0.104
N 4.342 4.645 4.997
C -0.350 -3.174 2.092
C 0.172 -0.716 2.269
C -1.380 -2.382 -2.713
C -0.351 -3.266 0.604
C 2.482 2.713 1.660
C -0.856 0.117 -3.922
C 0.107 -2.107 2.832
C 0.774 -2.452 -0.034
C 0.619 2.919 -3.232
C 1.859 1.996 0.417
C -2.831 -1.994 -2.454
C -3.631 -2.559 0.171
C 0.184 -1.239 -0.631
C 3.639 2.184 2.295
C -1.133 -0.762 0.024
C 1.269 -1.639 -3.557
C 3.673 4.000 3.910
C -1.123 -0.413 1.485
C 4.200 2.794 3.416
C -4.630 -0.133 -0.402
C 2.524 4.538 3.294
C 1.961 3.921 2.171
H -3.258 -2.510 1.196
H 5.057 2.332 3.899
H 0.959 -2.016 -4.543
H -4.731 -2.538 0.223
H -1.479 0.181 -0.556
H -3.359 -3.513 -0.285
H -1.313 -2.801 -3.730
H -1.316 -2.838 0.281
H 1.338 -3.031 -0.752
H -0.065 0.761 -4.296
H -1.952 -0.924 1.954
H 1.532 -2.142 0.697
H -1.649 0.737 -3.481
H 1.798 -2.462 -3.059
H -3.452 -2.895 -2.376
H 1.095 -0.513 1.681
H 0.697 3.909 -2.779
H 2.126 5.444 3.741
H -1.356 0.651 1.615
H 0.962 -0.432 -0.677
H -4.996 0.542 -1.202
H -4.436 0.460 0.517
H 0.059 2.934 -4.189
H -1.267 -0.494 -4.717
H 4.093 1.283 1.884
H -0.371 -4.276 0.207
H 2.009 -0.850 -3.747
H -3.277 -1.403 -3.268
H -1.063 -3.177 -2.017
H 1.607 2.446 -3.365
H -5.460 -0.838 -0.165
H 1.105 4.403 1.700
H 0.233 0.017 3.088
H 0.463 -2.238 3.841
H -0.814 -4.025 2.622
*
```

Results
HOMO (spin up / spin down): -12.609 / -13.781 eV
HOMO-LUMO gap (spin up / spin down): 5.28 / 3.27 eV

Mulliken atomic charge list, values in e, 4 entries: atom 1 (Pt): 1.638, atom 2 (P): 0.663, atom 3 (P): 1.122, atom 4 (O): -0.552

=====

Here is a structure of composition C26H40GeN at a distorted geometry from the OMol25 dataset. Energies are from ωB97M-V/def2-TZVPD.

Geometry as ORCA input:
```
! wB97M-V def2-TZVPD RIJCOSX def2/J DEFGRID3
* xyz 1 1
Ge 1.072 -0.860 0.890
N -2.928 1.609 -1.697
C -5.390 4.474 0.083
C 3.486 -4.521 0.467
C -4.993 2.096 -0.329
C 2.454 1.327 -1.327
C -1.682 -3.343 4.879
C -2.370 3.795 -2.147
C 0.795 -1.087 2.830
C 3.052 -3.156 1.014
C -2.862 0.293 -1.527
C -0.273 -2.147 3.147
C -0.989 2.127 -3.271
C -2.034 2.448 -2.423
C -1.589 4.832 -2.657
C -3.528 3.796 -1.296
C -0.496 4.508 -3.479
C -0.609 -2.284 4.635
C 4.762 -5.071 1.097
C -3.878 2.452 -1.053
C 3.379 0.508 -0.434
C -0.201 3.166 -3.790
C -4.276 4.818 -0.701
C 1.775 -2.614 0.316
C -5.761 3.124 0.252
C -2.126 -0.587 -2.457
C 3.011 1.539 -2.729
C 2.736 0.240 0.937
H 2.279 2.301 -0.851
H -1.830 5.860 -2.399
H -2.534 -1.604 -2.331
H 1.762 -1.363 3.279
H -6.649 2.891 0.848
H 0.646 2.936 -4.451
H -1.349 -4.328 4.545
H -5.981 5.259 0.571
H 5.006 -6.042 0.659
H 2.331 2.161 -3.320
H -5.262 1.047 -0.231
H 0.139 5.295 -3.886
H 0.064 -3.129 2.777
H -0.256 -0.387 0.067
H 1.952 -2.546 -0.768
H 2.673 -5.235 0.624
H 0.299 -2.547 5.186
H 5.613 -4.407 0.927
H -2.605 -3.101 4.347
H -0.800 1.095 -3.544
H 4.327 1.054 -0.289
H 3.141 0.588 -3.256
H -2.284 -0.297 -3.504
H 3.442 -0.275 1.607
H 0.953 -3.332 0.451
H 2.484 1.190 1.431
H -3.706 -0.123 -0.988
H 3.887 -2.448 0.896
H -1.046 -0.648 -2.254
H -3.968 5.849 -0.846
H 1.469 0.847 -1.393
H 2.888 -3.250 2.099
H -1.916 -3.411 5.943
H -0.954 -1.319 5.017
H 0.532 -0.109 3.258
H 3.982 2.043 -2.690
H 3.629 -4.434 -0.614
H 4.652 -5.213 2.174
H 3.653 -0.439 -0.925
H -1.197 -1.910 2.602
*
```

Results
HOMO: -11.503 eV
HOMO-LUMO gap: 6.45 eV

Mulliken atomic charge list, values in e, 4 entries: atom 1 (Ge): 1.248, atom 2 (N): 0.329, atom 3 (C): -0.686, atom 4 (C): -0.411

=====

Here is a cluster of 2 separate species, C2H11N4O in total at a distorted geometry from the OMol25 dataset. Energies are from ωB97M-V/def2-TZVPD.

Geometry as ORCA input:
```
! wB97M-V def2-TZVPD RIJCOSX def2/J DEFGRID3
* xyz 1 1
O 1.090 0.733 1.130
N -0.363 2.093 -0.638
N 1.395 -0.772 -1.058
N -1.880 0.261 -0.621
N -0.757 0.822 -0.071
C -0.171 -1.253 1.221
C 0.032 0.120 0.717
H 2.362 -1.089 -1.191
H 0.621 2.213 -0.542
H 0.792 -1.700 1.208
H 1.588 0.072 1.668
H 1.260 0.053 -1.528
H -1.946 0.304 -1.561
H 0.802 -1.505 -1.484
H -0.415 -1.246 2.336
H -2.723 0.099 -0.181
H -0.905 2.763 -0.124
H -0.784 -1.968 0.720
*
```

Results
HOMO: -13.848 eV
HOMO-LUMO gap: 10.76 eV

Mulliken atomic charge list, values in e, 4 entries: atom 1 (O): -0.448, atom 2 (N): -0.624, atom 3 (N): -0.647, atom 4 (N): -0.671

=====

Here is a cluster of 10 separate species, C33H62FINO14S6 in total at a distorted geometry from the OMol25 dataset. Energies are from ωB97M-V/def2-TZVPD.

Geometry as ORCA input:
```
! wB97M-V def2-TZVPD RIJCOSX def2/J DEFGRID3
* xyz -1 1
I -10.294 -15.389 -33.613
S -17.908 -18.640 -34.835
S -6.854 -19.491 -31.120
S -15.875 -19.171 -39.073
S -16.107 -23.339 -35.108
S -17.084 -15.795 -30.757
S -10.124 -21.291 -39.676
F -10.278 -24.289 -37.064
O -11.992 -20.215 -31.519
O -18.348 -16.145 -30.148
O -16.695 -19.150 -35.224
O -9.273 -20.173 -39.701
O -15.581 -24.727 -35.284
O -18.190 -17.240 -34.956
O -6.800 -20.036 -32.480
O -15.513 -20.398 -39.613
O -9.571 -22.677 -39.799
O -16.180 -16.852 -31.266
O -6.280 -20.219 -30.042
O -12.196 -18.744 -35.559
O -17.129 -18.889 -38.445
O -17.558 -23.203 -35.098
N -12.244 -18.373 -33.228
C -10.121 -23.210 -33.533
C -5.937 -17.919 -31.085
C -17.283 -14.802 -32.136
C -15.431 -22.211 -36.194
C -17.970 -18.900 -33.150
C -9.862 -23.798 -35.882
C -12.717 -21.378 -40.359
C -7.935 -22.688 -34.746
C -11.618 -18.765 -34.513
C -15.442 -22.833 -33.575
C -14.567 -18.653 -38.092
C -12.423 -21.871 -38.958
C -10.100 -19.424 -34.530
C -18.405 -20.336 -32.946
C -8.278 -17.523 -30.419
C -14.253 -21.740 -35.603
C -19.268 -19.725 -35.092
C -11.256 -21.152 -41.060
C -8.502 -18.974 -30.769
C -10.694 -23.730 -34.781
C -8.738 -22.622 -33.522
C -8.491 -23.324 -35.873
C -19.502 -20.540 -34.000
C -15.856 -13.582 -30.593
C -11.238 -21.245 -38.339
C -15.650 -18.017 -40.295
C -7.065 -16.872 -31.173
C -16.015 -13.929 -32.032
C -16.179 -14.679 -29.777
C -13.690 -17.941 -33.474
C -14.568 -21.713 -33.929
C -13.607 -17.737 -38.855
C -14.251 -17.586 -40.268
H -11.031 -20.055 -41.405
H -13.788 -17.144 -34.214
H -14.862 -13.137 -30.303
H -6.622 -16.261 -30.569
H -15.102 -14.984 -29.519
H -16.218 -21.337 -36.071
H -14.195 -16.589 -40.693
H -13.648 -21.237 -33.455
H -14.983 -18.134 -36.989
H -16.669 -12.972 -30.194
H -18.878 -20.382 -31.960
H -11.042 -22.005 -41.761
H -9.911 -20.310 -35.224
H -6.962 -22.414 -34.702
H -16.202 -13.105 -32.707
H -16.094 -22.631 -32.831
H -13.555 -18.299 -40.866
H -13.398 -21.909 -40.912
H -14.696 -23.499 -33.217
H -17.425 -20.896 -33.077
H -12.147 -19.161 -32.644
H -10.738 -21.821 -37.609
H -12.153 -22.986 -38.831
H -14.097 -19.548 -37.636
H -16.398 -17.155 -39.910
H -7.849 -17.694 -29.468
H -13.393 -22.188 -35.690
H -15.203 -20.917 -33.786
H -7.996 -23.363 -36.921
H -8.374 -22.430 -32.618
H -5.277 -17.622 -30.400
H -9.061 -16.766 -30.618
H -18.188 -14.153 -31.932
H -20.120 -19.085 -35.177
H -13.506 -16.712 -38.639
H -17.029 -18.610 -32.880
H -9.549 -18.686 -34.795
H -13.907 -20.916 -35.887
H -14.367 -18.743 -33.831
H -16.818 -14.606 -28.892
H -15.462 -22.498 -37.230
H -19.436 -21.692 -34.382
H -9.130 -19.012 -31.601
H -8.921 -19.645 -30.012
H -13.398 -21.806 -38.284
H -17.391 -15.321 -33.059
H -20.537 -20.346 -33.574
H -7.279 -16.706 -32.384
H -13.156 -20.318 -40.458
H -9.822 -20.006 -33.577
H -10.507 -23.411 -32.584
H -11.804 -20.977 -31.052
H -14.402 -17.831 -32.715
H -11.465 -17.932 -33.026
H -5.433 -17.855 -32.143
H -19.003 -20.337 -36.048
H -18.721 -18.233 -32.621
H -11.406 -20.374 -37.957
H -15.062 -14.264 -32.591
H -11.787 -24.189 -34.727
H -12.569 -18.121 -39.027
H -15.961 -18.119 -41.372
*
```

Results
HOMO: -5.125 eV
HOMO-LUMO gap: 6.92 eV

Mulliken atomic charge list, values in e, 4 entries: atom 1 (I): -0.773, atom 2 (S): 1.113, atom 3 (S): 1.200, atom 4 (S): 1.235

=====

Here is a cluster of 2 separate species, C2H3ClN2O3 in total at a distorted geometry from the OMol25 dataset. Energies are from ωB97M-V/def2-TZVPD.

Geometry as ORCA input:
```
! wB97M-V def2-TZVPD RIJCOSX def2/J DEFGRID3
* xyz 0 3
Cl 2.261 -0.625 -0.849
O -0.416 1.975 0.052
O 0.671 0.729 1.512
O -1.193 -2.511 -1.227
N -0.988 -1.174 0.649
N 0.491 0.977 0.337
C 0.788 0.285 -0.733
C -0.980 -1.870 -0.308
H 0.273 0.646 -1.678
H -0.354 -0.849 1.397
H -0.553 2.417 0.847
*
```

Results
HOMO (spin up / spin down): -7.045 / -10.833 eV
HOMO-LUMO gap (spin up / spin down): 7.66 / 8.53 eV

Mulliken atomic charge list, values in e, 4 entries: atom 1 (Cl): -0.099, atom 2 (O): -0.415, atom 3 (O): -0.643, atom 4 (O): -0.403